i) Density functional theory data (ωB97M-V/def2-TZVPD) for 2 unconnected molecules or ions with the total composition C4H8BrN3.

XYZ file:
```
16
Properties=species:S:1:pos:R:3:nbo_charge:R:1
C -2.1316 -1.8630 0.3571 -0.141
C -1.1555 -1.3076 -0.5659 -0.098
C 1.9634 0.3294 -2.8537 -0.534
C -0.8926 0.3166 2.6956 -0.421
N -2.0778 -1.4348 1.5809 -0.191
N -0.4750 -0.5122 0.2373 -0.376
N -1.0550 -0.5509 1.5475 -0.074
Br 2.0561 1.7392 -1.2977 -0.147
H -2.9199 -2.5642 0.0914 0.204
H 1.2011 0.7570 -3.4435 0.218
H 1.5663 -0.6102 -2.1861 0.251
H 2.9650 0.2727 -3.2227 0.219
H -0.1242 1.0086 2.5097 0.217
H -1.9700 0.6439 2.8588 0.227
H -0.6962 -0.3038 3.5904 0.219
H 0.1974 0.1997 0.0484 0.428
```

Output
HOMO energy ... -8.58 eV
HOMO-LUMO gap ... 8.88 eV

---

ii) Density functional theory data (ωB97M-V/def2-TZVPD) for 2 unconnected molecules or ions with the total composition C4H8BrN3.

XYZ file:
```
16
Properties=species:S:1:pos:R:3:nbo_charge:R:1
C 0.6465 1.0716 -0.6813 0.111
C -0.3353 -1.7357 -1.7658 -0.690
C 0.5668 2.0270 1.5186 -0.458
C -0.5218 -1.2179 -0.4513 0.201
N -1.3176 -1.3669 1.7905 -0.558
N 0.1216 1.8923 0.0682 -0.418
N -0.9480 -1.3568 0.6320 0.010
Br 2.3609 0.0128 -0.4683 -0.124
H -0.6247 -0.8752 -2.4085 0.235
H 0.6998 -2.0970 -1.6938 0.269
H -0.9683 -2.5298 -1.9893 0.228
H 0.0815 2.9299 1.9179 0.220
H 1.6531 2.2291 1.4823 0.207
H 0.4153 0.9976 1.9208 0.235
H 0.2564 0.7741 -1.7128 0.200
H -2.0863 -0.7549 1.8408 0.332
```

Output
HOMO energy ... -8.24 eV
HOMO-LUMO gap ... 8.87 eV

---

Name the least stable of them. ii).

---

i) Density functional theory data (ωB97M-V/def2-TZVPD) for a molecular structure, C4H6N6O.

XYZ file:
```
17
Properties=species:S:1:pos:R:3:nbo_charge:R:1
C 1.4900 -0.3060 -0.0711 0.609
C -0.0178 1.2655 -0.0253 0.470
C -1.0436 0.2860 -0.1743 -0.206
C -0.6853 -1.0735 0.0652 0.471
H 2.8284 -1.8190 -0.2432 0.401
H 3.8482 -0.2063 -0.3635 0.427
H -1.1555 3.3671 0.7863 0.441
H 0.7283 3.1666 0.5156 0.403
H -0.9411 -3.0579 0.1337 0.430
H -2.4704 -1.6791 -0.3152 0.462
N 2.8848 -0.7731 -0.0176 -0.846
N 1.3604 1.1022 -0.3319 -0.532
N -0.3208 2.6814 0.0701 -0.831
N -2.3798 0.6753 -0.0923 0.121
N -1.4853 -2.1166 0.1093 -0.784
N 0.6162 -1.2686 0.1525 -0.619
O -3.2568 -0.2440 -0.1980 -0.417
```

Output
HOMO energy ... -9.04 eV
HOMO-LUMO gap ... 8.50 eV

---

ii) Density functional theory data (ωB97M-V/def2-TZVPD) for a single C4H6N6O molecule.

XYZ file:
```
17
Properties=species:S:1:pos:R:3:nbo_charge:R:1
N 2.8357 1.2318 0.3368 -0.799
C 1.6739 0.4518 0.1082 0.319
N 1.6167 -0.9148 0.1134 -0.538
C 0.3355 -1.2698 0.1071 0.555
N -0.1635 -2.5301 0.0855 -0.796
N -0.4956 -0.2330 0.1028 -0.278
C 0.4154 0.9866 0.1035 0.108
N -0.3142 2.0421 -0.1939 -0.374
C -1.5368 1.6687 -0.3266 0.163
N -1.7688 0.1631 -0.3182 -0.038
O -2.7005 -0.3521 0.6347 -0.548
H 2.6195 2.2085 0.4326 0.381
H 3.5977 1.1077 -0.2987 0.379
H 0.5369 -3.0948 -0.3700 0.406
H -1.1326 -2.6068 -0.1117 0.386
H -2.4724 2.1688 -0.4199 0.201
H -3.0470 -1.0276 0.0142 0.471
```

Output
Structure (SMILES) ... Nc1nc(N)n2c1ncn2O
HOMO energy ... -7.33 eV
HOMO-LUMO gap ... 7.68 eV

---

Name the least stable of them. i).

---

i) Density functional theory data (ωB97M-V/def2-TZVPD) for a single C23H24FN3O2 molecule.

XYZ file:
```
53
Properties=species:S:1:pos:R:3:nbo_charge:R:1
C -1.5247 -2.2932 -0.9918 -0.255
O -2.2171 -1.9968 0.1948 -0.502
C -1.4992 -1.7226 1.3283 0.332
C -2.2464 -1.5458 2.4908 -0.310
C -1.5911 -1.2503 3.6696 -0.170
C -0.2178 -1.1134 3.7085 -0.313
C 0.5450 -1.2629 2.5470 0.292
N 1.9286 -1.1594 2.6104 -0.449
C 2.7277 -1.4191 1.4373 -0.237
C 2.7004 -0.2006 0.4798 -0.231
N 2.4549 0.9889 1.2622 -0.438
C 1.3141 1.7436 1.2364 0.687
O 1.0797 2.5359 2.1369 -0.640
C 0.3856 1.5710 0.1069 -0.241
C 0.6350 1.3438 -1.2666 -0.261
C -0.5831 1.2141 -1.9022 0.091
C -0.8865 0.9335 -3.2904 -0.071
C -2.1335 0.4308 -3.6744 -0.190
C -2.4125 0.1529 -4.9979 -0.273
C -1.4343 0.3769 -5.9491 0.385
F -1.7016 0.1047 -7.2449 -0.324
C -0.1878 0.8696 -5.6054 -0.271
C 0.0783 1.1454 -4.2801 -0.167
N -1.5507 1.3626 -0.9413 -0.494
C -0.9923 1.6075 0.2658 0.239
C -1.8167 1.8407 1.4752 -0.671
C 3.1797 0.9577 2.5165 -0.246
C 2.5388 -0.1206 3.4244 -0.224
C -0.1204 -1.5895 1.3603 -0.403
H -2.2901 -2.5246 -1.7314 0.198
H -0.8714 -3.1635 -0.8700 0.176
H -0.9328 -1.4416 -1.3448 0.181
H -3.3181 -1.6541 2.4478 0.222
H -2.1611 -1.1291 4.5787 0.214
H 0.2632 -0.9115 4.6520 0.212
H 3.7491 -1.6061 1.7828 0.201
H 2.3790 -2.3224 0.9367 0.217
H 1.9140 -0.3129 -0.2629 0.227
H 3.6622 -0.1028 -0.0389 0.193
H 1.5976 1.3147 -1.7379 0.222
H -2.8935 0.2327 -2.9334 0.204
H -3.3726 -0.2366 -5.2977 0.231
H 0.5524 1.0348 -6.3722 0.231
H 1.0418 1.5427 -4.0037 0.217
H -2.5427 1.3335 -1.1087 0.415
H -2.5461 2.6286 1.2892 0.217
H -2.3500 0.9337 1.7615 0.233
H -1.1722 2.1460 2.2935 0.268
H 3.1047 1.9389 2.9842 0.253
H 4.2281 0.7362 2.3027 0.190
H 3.2989 -0.5649 4.0783 0.192
H 1.7744 0.3508 4.0387 0.223
H 0.4330 -1.7283 0.4488 0.218
```

Output
Structure (SMILES) ... COc1cccc(N2CCN(C(=O)c3cc(-c4ccc(F)cc4)[nH]c3C)CC2)c1
HOMO energy ... -7.55 eV
HOMO-LUMO gap ... 8.16 eV

---

ii) Density functional theory data (ωB97M-V/def2-TZVPD) for a single C23H24FN3O2 molecule.

XYZ file:
```
53
Properties=species:S:1:pos:R:3:nbo_charge:R:1
C 3.2355 0.3780 -1.0190 -0.663
C 1.8166 0.7710 -0.8477 0.275
O 1.0590 0.9788 -1.9553 -0.406
C -0.1550 1.3467 -1.4978 0.459
C -1.2419 1.6365 -2.4055 -0.016
C -2.4973 1.9693 -1.8948 -0.205
C -3.5445 2.2432 -2.7523 -0.188
C -3.3612 2.1923 -4.1252 -0.276
C -2.1095 1.8613 -4.6142 0.406
F -1.9226 1.8124 -5.9488 -0.322
C -1.0437 1.5807 -3.7837 -0.284
N -0.2091 1.3898 -0.1979 -0.473
C 1.0314 1.0240 0.2464 0.038
C 1.3725 0.9424 1.7046 -0.242
N 0.8964 -0.2292 2.4188 -0.451
C 1.2787 -1.4890 1.8178 -0.251
C 2.7620 -1.7363 1.9498 -0.047
C 3.4499 -1.2905 3.0713 -0.161
C 4.8065 -1.5257 3.2017 -0.223
C 5.4907 -2.2190 2.2170 -0.218
C 4.8100 -2.6773 1.1024 -0.209
C 3.4536 -2.4348 0.9695 -0.214
C -0.4245 -0.1583 2.9949 -0.202
C -1.6358 -0.1360 2.0418 -0.092
C -2.9422 0.2039 2.7787 -0.402
C -4.0131 -0.5963 2.0412 -0.504
C -3.2453 -1.7475 1.4057 0.680
O -3.7039 -2.7528 0.9147 -0.617
N -1.9365 -1.4359 1.4779 -0.627
H 3.3099 -0.4751 -1.6914 0.230
H 3.6698 0.1144 -0.0596 0.244
H 3.8024 1.1996 -1.4571 0.229
H -2.6261 2.0079 -0.8254 0.230
H -4.5145 2.4990 -2.3546 0.221
H -4.1657 2.4026 -4.8116 0.232
H -0.0812 1.3251 -4.1974 0.240
H 2.4643 0.9616 1.7951 0.211
H 0.9660 1.8233 2.2056 0.220
H 0.9998 -1.5568 0.7516 0.175
H 0.7555 -2.2878 2.3540 0.219
H 2.9080 -0.7534 3.8347 0.218
H 5.3321 -1.1703 4.0760 0.213
H 6.5498 -2.4036 2.3190 0.214
H 5.3364 -3.2223 0.3326 0.214
H 2.9262 -2.7936 0.0965 0.210
H -0.5311 -1.0081 3.6772 0.201
H -0.4643 0.7586 3.5915 0.200
H -1.4391 0.5863 1.2385 0.233
H -3.1390 1.2739 2.7795 0.216
H -2.8729 -0.1353 3.8141 0.203
H -4.8086 -0.9640 2.6858 0.234
H -4.4683 -0.0188 1.2341 0.225
H -1.2388 -1.9909 1.0120 0.406
```

Output
Structure (SMILES) ... Cc1oc(-c2cccc(F)c2)nc1CN(Cc1ccccc1)C[C@@H]1CCC(=O)N1
HOMO energy ... -8.50 eV
HOMO-LUMO gap ... 8.78 eV

---

Name the least stable of them. i).

---

i) Density functional theory data (ωB97M-V/def2-TZVPD) for a gas-phase ion, C5H11NO (charge -1).

XYZ file:
```
18
Properties=species:S:1:pos:R:3:nbo_charge:R:1
O -3.0949 0.1792 -0.6838 -0.806
C -1.9888 0.8470 -0.6610 -0.026
C -1.2140 1.0411 0.6223 -0.502
C 0.3025 1.2459 0.4824 -0.411
C 0.8928 0.3134 -0.5998 -0.213
C 1.3097 -1.9761 0.2370 -0.389
N 0.4650 -1.0573 -0.4453 -0.689
H -1.4486 1.0655 -1.5800 0.060
H -1.3307 0.1319 1.2383 0.163
H -1.7837 1.7805 1.2054 0.186
H 0.5738 2.2930 0.3549 0.181
H 0.7204 0.8790 1.4241 0.174
H 1.9774 0.4520 -0.6024 0.163
H 0.5432 0.6795 -1.5652 0.192
H 0.7554 -2.9044 0.3878 0.194
H 1.5808 -1.6179 1.2410 0.155
H 2.2289 -2.1691 -0.3299 0.153
H -0.4891 -1.1831 -0.7258 0.415
```

Output
Multiplicity ... 2
HOMO energy (spin up / spin down) ... 0.42 / -2.96 eV
<S²> ... 0.7534
HOMO-LUMO gap (spin up / spin down) ... 3.47 / 6.78 eV
Charge ... -1

---

ii) Density functional theory data (ωB97M-V/def2-TZVPD) for 2 unconnected molecules or ions with the total composition C5H11NO.

XYZ file:
```
18
Properties=species:S:1:pos:R:3:nbo_charge:R:1
C 0.9822 -0.8411 0.3931 -0.607
N -0.1474 1.7670 1.0498 -0.903
C -1.0045 0.6757 0.6794 -0.192
C -0.5030 -0.5590 0.3172 -0.194
C -1.3104 -1.5298 -0.3018 -0.279
C -2.6671 -1.4695 -0.6210 -0.701
H 1.2086 -1.6894 -0.2388 0.198
H 1.5169 0.0377 0.0718 0.155
H 1.3064 -1.0585 1.4295 0.184
H 0.7778 1.8731 0.6599 0.346
H -0.5576 2.5461 1.5207 0.360
H -2.0118 0.9936 0.4195 0.161
H -0.7939 -2.4710 -0.4565 0.154
H -3.2402 -0.5683 -0.4641 0.165
H -3.0709 -2.3428 -1.1282 0.163
H 3.0858 1.8783 -1.8400 0.462
H 2.7585 0.5473 -1.1487 0.482
O 3.4252 1.2507 -1.1921 -0.955
```

Output
Multiplicity ... 2
HOMO energy (spin up / spin down) ... 0.45 / -1.90 eV
<S²> ... 0.7691
HOMO-LUMO gap (spin up / spin down) ... 3.17 / 5.41 eV
Charge ... -1

---

Name the least stable of them. ii).

---

i) Density functional theory data (ωB97M-V/def2-TZVPD) for a single H3NO2S2 molecule.

XYZ file:
```
8
Properties=species:S:1:pos:R:3:nbo_charge:R:1
N -1.7063 0.0284 0.4829 -0.996
O -0.3968 -1.4159 -0.7223 -0.943
O 0.8771 0.5974 0.3564 -0.898
S 2.5499 0.4840 0.0139 0.309
S -0.1589 -0.7460 0.5319 1.642
H -1.7056 0.8042 1.1122 0.373
H -1.8133 0.2307 -0.5191 0.398
H 2.3538 0.0172 -1.2559 0.114
```

Output
HOMO energy ... -9.53 eV
HOMO-LUMO gap ... 9.60 eV

---

ii) Density functional theory data (ωB97M-V/def2-TZVPD) for a molecular structure, H3NO2S2.

XYZ file:
```
8
Properties=species:S:1:pos:R:3:nbo_charge:R:1
N -1.2035 1.0833 -0.4711 -1.012
O -0.4290 -1.0840 1.3631 -0.978
O 1.2627 0.4199 -0.1005 -0.847
S 1.4154 -0.8193 -1.1989 0.310
S -0.1413 0.8805 0.5544 1.555
H 1.2035 -1.9315 -0.5723 0.116
H -1.5227 0.4739 -1.1512 0.403
H -0.1300 -1.1114 2.2474 0.453
```

Output
HOMO energy ... -9.85 eV
HOMO-LUMO gap ... 9.32 eV

---

Name the least stable of them. ii).

---

i) Density functional theory data (ωB97M-V/def2-TZVPD) for a gas-phase ion, C3H7NOS2 (charge -1).

XYZ file:
```
14
Properties=species:S:1:pos:R:3:nbo_charge:R:1
N -1.8614 -0.2782 -0.5582 -0.853
C -0.4151 -0.4780 -0.4984 -0.176
C -0.0161 -1.8691 -0.9546 0.170
O 1.0604 -2.0876 -1.5535 -0.701
C 0.3953 0.1952 0.6519 -0.563
S 0.2453 2.0264 0.4909 -0.047
S 1.6881 3.0039 1.6939 -0.327
H -2.4542 -0.6946 0.1491 0.346
H -2.0226 0.7165 -0.5661 0.350
H -0.0293 0.0193 -1.4310 0.179
H -0.8524 -2.6015 -0.9123 0.080
H 1.3776 -0.2119 0.4225 0.235
H -0.0222 -0.1564 1.5974 0.193
H 2.9068 2.4161 1.4684 0.114
```

Output
Multiplicity ... 2
HOMO energy (spin up / spin down) ... 0.19 / -4.73 eV
<S²> ... 0.7559
HOMO-LUMO gap (spin up / spin down) ... 2.90 / 7.88 eV
Charge ... -1

---

ii) Density functional theory data (ωB97M-V/def2-TZVPD) for a gas-phase ion, C3H7NOS2 (charge -1).

XYZ file:
```
14
Properties=species:S:1:pos:R:3:nbo_charge:R:1
S -0.8734 -2.7488 -0.8618 -0.601
S -1.1850 -1.1258 0.2975 -0.242
C 0.3638 -0.2455 -0.0840 -0.587
C 1.0155 0.4767 1.1080 -0.241
N 1.5932 1.7732 0.6500 -0.672
C 0.8011 2.9225 0.3891 0.520
O 0.4838 3.5089 -0.6831 -0.590
H -1.0116 -2.1175 -1.9670 0.085
H 0.0896 0.4439 -0.9394 0.222
H 1.0461 -1.0467 -0.4953 0.223
H 0.3444 0.7660 1.8735 0.202
H 1.7319 -0.1158 1.7244 0.200
H 2.4655 1.5612 0.0792 0.380
H 0.1638 3.0954 1.1891 0.101
```

Output
Multiplicity ... 2
HOMO energy (spin up / spin down) ... 0.47 / -4.71 eV
<S²> ... 0.7523
HOMO-LUMO gap (spin up / spin down) ... 2.98 / 8.17 eV
Charge ... -1

---

Name the least stable of them. ii).

---

i) Density functional theory data (ωB97M-V/def2-TZVPD) for 2 unconnected molecules or ions with the total composition CH4OS3.

XYZ file:
```
9
Properties=species:S:1:pos:R:3:nbo_charge:R:1
C 0.9968 0.9726 1.2565 -0.284
O -1.0316 0.6982 -0.9671 -0.967
S -0.3695 -1.4809 -2.8131 -0.436
S 0.0946 -1.4490 0.5797 -0.253
S -0.8469 -0.7008 -1.0689 1.266
H 1.8468 0.3027 1.3670 0.206
H 0.6632 1.3040 2.2012 0.186
H 0.7580 1.5365 0.2758 0.256
H -2.1114 -1.1834 -0.8311 0.025
```

Output
HOMO energy (spin up / spin down) ... -9.00 / -9.00 eV
HOMO-LUMO gap (spin up / spin down) ... 6.77 / 6.67 eV

---

ii) Density functional theory data (ωB97M-V/def2-TZVPD) for a single CH4OS3 molecule.

XYZ file:
```
9
Properties=species:S:1:pos:R:3:nbo_charge:R:1
C -0.1412 -0.8113 1.1462 -0.784
S 1.0444 0.4150 1.4621 0.138
S 0.5003 1.8171 0.1116 -0.065
S 0.9891 0.9686 -1.7239 0.395
O -0.4289 0.1427 -1.9997 -0.870
H 0.0960 -1.5271 1.9188 0.235
H 0.1567 -1.4258 0.2912 0.229
H -1.0381 -0.2669 1.0489 0.236
H -1.1783 0.6875 -2.2551 0.487
```

Output
Structure (SMILES) ... CSSSO
HOMO energy ... -8.78 eV
HOMO-LUMO gap ... 9.26 eV

---

Name the least stable of them. i).